No. 1
23
Properties=species:S:1:pos:R:3:mulliken_charge:R:1 method="wB97M-V/def2-TZVPD" charge=0 smiles=C[C@@](O)(c1cccnc1)n1cnnn1 e_above_lowest_kj_mol=0.0 fmax_ev_per_a=6.11 e_tot_ev=-17937.333 lumo_ev=0.424
C -0.2288 -0.1638 2.1863 -1.458
C -0.3525 -0.5929 0.8193 1.109
O -1.3153 -1.5370 0.5480 -0.595
C -0.4721 0.5310 -0.3027 -0.086
C 0.5225 1.1082 -1.0148 -0.384
C 0.1328 2.1333 -1.9067 -0.647
C -1.2250 2.4680 -1.8888 -0.151
N -2.1690 1.8322 -1.3552 -0.558
C -1.8314 0.8211 -0.5644 -0.244
N 0.9981 -1.2310 0.5421 0.509
C 1.6197 -1.5626 -0.6227 -0.351
N 2.5301 -2.4913 -0.3428 -0.405
N 2.4246 -2.7331 0.9725 -0.475
N 1.4919 -2.0438 1.4581 -0.375
H -0.3551 -1.0017 2.8644 0.385
H -0.9658 0.5272 2.5498 0.352
H 0.7637 0.1982 2.4053 0.419
H -1.1886 -2.3457 1.1323 0.414
H 1.5451 0.7643 -0.9383 0.776
H 0.9077 2.7001 -2.4933 0.322
H -1.4385 3.3513 -2.5099 0.321
H -2.6833 0.4693 0.0027 0.424
H 1.2894 -1.2010 -1.5412 0.697


No. 2
88
Properties=species:S:1:pos:R:3:mulliken_charge:R:1 method="wB97M-V/def2-TZVPD" charge=+1 fmax_ev_per_a=1.75 e_tot_ev=-58386.499 lumo_ev=-4.986
C -4.0972 -3.6469 0.5291 -1.879
C -4.1724 -2.1705 0.9413 1.711
C -4.9195 -1.3469 -0.1145 -1.582
C -4.9091 -2.0027 2.2798 -1.775
Si -2.3566 -1.5444 1.0755 0.788
C -1.3888 -2.7086 2.1663 -1.194
C -1.5756 -1.2867 -0.5795 -0.421
O -2.4808 -0.0915 1.9560 -0.333
N -1.9128 1.1308 1.7139 -0.240
O -1.7082 1.2366 0.2973 0.060
Si -2.4103 2.6821 -0.3345 0.707
C -4.0811 2.1959 -1.0102 -1.311
C -2.5109 3.9103 1.0468 -1.386
C -1.2084 3.2106 -1.7555 2.268
C -1.8965 2.8884 -3.0881 -1.946
C 0.1182 2.4415 -1.7015 -1.328
C -0.9293 4.7107 -1.6041 -1.922
C -0.6116 1.1450 2.2875 1.299
C 0.1709 2.3747 2.0531 -0.931
C -0.1231 0.0865 2.9665 -1.808
H -3.5797 -4.2606 1.2781 0.356
H -5.1085 -4.0639 0.4069 0.435
H -3.5752 -3.7794 -0.4291 0.342
H -5.0050 -0.2930 0.1865 0.128
H -4.4500 -1.3913 -1.1055 0.314
H -5.9425 -1.7432 -0.2141 0.553
H -5.0547 -0.9423 2.5230 0.335
H -5.9074 -2.4601 2.1940 0.494
H -4.3964 -2.4836 3.1215 0.330
H -1.3784 -3.7151 1.7212 0.463
H -0.3417 -2.3845 2.2447 0.076
H -1.8123 -2.7817 3.1795 0.309
H -1.5083 -2.2671 -1.0771 0.578
H -2.1526 -0.6211 -1.2361 0.123
H -0.5504 -0.9029 -0.4760 -0.212
H -4.5052 3.0136 -1.6144 0.432
H -4.0286 1.2953 -1.6401 0.248
H -4.7763 1.9971 -0.1826 0.399
H -3.4369 4.4931 0.9324 0.448
H -2.5841 3.3332 1.9799 0.452
H -1.6892 4.6337 1.1128 0.308
H -2.8329 3.4409 -3.2296 0.366
H -1.2235 3.1491 -3.9191 0.493
H -2.1158 1.8154 -3.1738 0.323
H 0.6933 2.6756 -0.7978 -0.303
H -0.0305 1.3543 -1.7614 0.181
H 0.7515 2.7326 -2.5569 0.689
H -0.4597 4.9445 -0.6381 0.318
H -0.2290 5.0392 -2.3881 0.433
H -1.8391 5.3189 -1.6892 0.390
H 0.9129 2.5185 2.8535 0.634
H 0.7207 2.2886 1.1064 -0.542
H -0.4538 3.2770 2.0102 0.134
H 0.8788 0.1748 3.3820 0.569
H -0.7907 -0.7102 3.2987 0.558
C 4.7282 3.6106 -3.6167 -0.897
O 3.9998 3.7540 -2.3785 -0.370
C 4.0461 2.7374 -1.4818 0.872
C 3.4354 2.9750 -0.2254 -0.818
C 3.0825 1.9040 0.5542 -0.319
C 3.3073 0.5611 0.1336 0.297
C 2.7001 -0.5232 0.8327 -0.111
C 2.7940 -1.8822 0.4007 0.990
C 2.8438 -2.9187 1.3782 -0.427
C 3.2253 -4.1921 1.0060 0.500
C 3.4614 -4.4856 -0.3626 0.207
O 3.9232 -5.7463 -0.5862 -0.491
C 3.9650 -6.4343 0.7165 -0.361
C 3.5439 -5.4242 1.7903 -0.615
C 3.2851 -3.5252 -1.3724 -1.217
C 2.9110 -2.2606 -0.9860 -0.895
C 4.2080 0.3966 -0.9690 -0.903
C 4.5582 1.4537 -1.7838 -0.784
H 4.5924 4.5803 -4.1000 0.253
H 5.7956 3.4183 -3.4261 0.369
H 4.3070 2.8043 -4.2366 0.374
H 3.2034 4.0012 0.0524 0.380
H 2.6328 2.0706 1.5292 0.734
H 2.2923 -0.3288 1.8309 0.175
H 2.6498 -2.6957 2.4301 0.446
H 3.2785 -7.2866 0.6525 0.276
H 4.9887 -6.8033 0.8515 0.292
H 4.3614 -5.2737 2.5027 0.276
H 2.6828 -5.7918 2.3550 0.287
H 3.4719 -3.8067 -2.4042 0.467
H 2.7482 -1.5009 -1.7527 0.884
H 4.6133 -0.5896 -1.1880 0.727
H 5.1683 1.2923 -2.6739 0.468


No. 3
9
Properties=species:S:1:pos:R:3:mulliken_charge:R:1 method="wB97M-V/def2-TZVPD" charge=-2 e_above_lowest_kj_mol=163.2 fmax_ev_per_a=3.13 e_tot_ev=-22261.018 lumo_ev=5.636
C 0.1189 -0.8745 -1.2808 0.474
C 0.2518 0.7139 -0.6425 -0.419
N 1.5221 1.3149 -1.0626 -0.052
O 0.4412 -1.6939 -0.4427 -0.639
O 1.3652 2.0723 -2.0108 -0.396
O -0.3312 -1.0187 -2.3782 -0.618
Cl -3.1669 -2.4735 8.4649 -1.000
H 0.2204 0.6322 0.4851 0.229
H -0.4215 1.3273 -1.1325 0.421


No. 4
17
Properties=species:S:1:pos:R:3:mulliken_charge:R:1 method="wB97M-V/def2-TZVPD" charge=+1 e_above_lowest_kj_mol=102.4 fmax_ev_per_a=1.21 e_tot_ev=-9888.527 lumo_ev=-2.950
C 2.3897 -0.2184 1.6033 -1.192
C 1.0130 0.3580 1.5790 -0.115
C 0.0721 -0.1045 0.7842 -0.115
N -1.2899 0.4746 0.7887 -0.201
H 2.5255 -0.9615 0.8196 0.318
H 3.1588 0.5388 1.4475 0.339
H 2.5836 -0.6599 2.5812 0.315
H 0.8062 1.1458 2.2982 0.256
H 0.1231 -0.9214 0.0821 0.350
H -1.3346 1.2242 1.4810 0.379
H -1.5895 0.8316 -0.1449 0.357
H -2.0177 -0.1935 1.0484 0.375
O -1.9752 0.7009 -1.9049 -0.597
C -1.5416 -0.0014 -2.7739 0.211
O -0.8334 -1.1024 -2.5163 -0.405
H -1.7376 0.2278 -3.8267 0.351
H -0.3525 -1.3387 -3.3466 0.374


No. 5
22
Properties=species:S:1:pos:R:3:mulliken_charge:R:1 method="wB97M-V/def2-TZVPD" charge=0 e_above_lowest_kj_mol=0.0 fmax_ev_per_a=3.72 e_tot_ev=-27637.686 lumo_ev=-0.107
C -0.5020 1.5373 0.4709 -0.832
C -1.6522 -0.4883 1.0430 -0.860
C 0.2531 0.7962 -0.4092 -0.172
C -0.8979 -1.2352 0.0487 -0.761
C -1.4944 0.8805 1.2620 0.864
C 0.0456 -0.5502 -0.6115 0.795
C -2.2905 1.5266 2.2820 -1.110
C 0.9268 -1.2004 -1.7071 -0.622
N 3.1756 -0.2953 -0.8470 -0.572
N 2.2654 -0.2988 -1.9597 -0.218
I 1.3899 -3.2906 -1.2001 0.130
I -0.0961 -1.2903 -3.6336 0.141
H -0.4451 2.5823 0.6807 0.445
H -2.3474 -1.0567 1.6964 0.175
H 1.0459 1.3016 -1.0823 0.364
H -1.1377 -2.2122 -0.2583 0.465
H -2.7868 0.7073 2.8588 0.353
H -1.5705 2.1393 2.9990 0.282
H -3.0373 2.2138 1.8604 0.264
H 3.6816 -1.1770 -0.6929 0.271
H 2.6887 -0.0497 0.0165 0.300
H 2.7855 -0.5403 -2.8164 0.298


No. 6
47
Properties=species:S:1:pos:R:3:lowdin_spin:R:1 method="wB97M-V/def2-TZVPD" charge=+2 e_above_lowest_kj_mol=77.0 fmax_ev_per_a=1.56 e_tot_ev=-78323.824 multiplicity=2 lumo_ev="-7.803 / -7.053"
Co 0.1712 0.3200 0.3670 0.947
N -3.6902 3.5871 5.3125 0.000
C -3.8850 3.5537 3.9910 0.000
S -5.0708 4.4540 3.2730 0.001
C -3.0055 2.6690 3.1752 0.001
C -3.0651 2.7028 1.7818 0.001
C -2.1829 1.9517 1.0393 0.006
N -1.2450 1.1598 1.5915 0.019
C -1.2292 1.0692 2.9260 0.001
C -2.0788 1.7891 3.7410 0.000
H -4.2767 4.1898 5.8667 0.000
H -2.9915 3.0475 5.7924 0.000
H -3.8015 3.3201 1.2883 0.000
H -2.2222 1.9848 -0.0415 0.001
H -0.5083 0.3896 3.3624 0.000
H -2.0105 1.6368 4.8083 0.000
N 5.1458 2.1463 -0.2173 0.000
C 4.2267 1.6332 0.6113 0.001
C 2.9798 1.1424 0.1556 0.007
N 2.0846 0.6590 1.0103 0.018
C 2.3962 0.6094 2.3116 0.001
C 3.6249 1.0872 2.7449 0.000
N 4.5120 1.6033 1.9173 0.000
H 5.0337 2.1442 -1.2143 0.000
H 6.0278 2.4397 0.1700 0.000
H 2.7417 1.1266 -0.9002 0.001
H 1.6812 0.1787 2.9969 0.000
H 3.8966 1.0498 3.7928 0.000
N -0.0734 -1.7692 0.6608 -0.001
H 0.6999 -2.1735 1.1848 0.000
H -0.1307 -2.2982 -0.2065 -0.001
H -0.9193 -1.9866 1.1829 0.001
N 0.2000 3.5371 -2.2102 0.003
C 0.3499 2.8528 -1.0710 0.002
N 0.0723 1.5676 -1.2250 -0.006
C -0.2903 1.4024 -2.5627 -0.001
C -0.6841 0.2747 -3.2814 0.000
C -0.9801 0.4457 -4.6164 0.000
C -0.8930 1.7007 -5.2381 0.000
C -0.5067 2.8254 -4.5401 0.000
C -0.2089 2.6497 -3.1941 -0.001
H 0.3479 4.5269 -2.3335 0.000
H 0.6569 3.3110 -0.1434 0.000
H -0.7572 -0.6973 -2.8100 0.000
H -1.2895 -0.4057 -5.2070 0.000
H -1.1355 1.7865 -6.2880 0.000
H -0.4398 3.7971 -5.0108 0.000